[1]
{
  "formula": "C51H57F4N2",
  "method": "ωB97M-V/def2-TZVPD",
  "total_charge": 1,
  "total_energy_ha": -2486.18393,
  "largest_force_ha_per_bohr": 0.034,
  "e_above_lowest_kcal_mol": 0.00,
  "multiplicity": 1,
  "homo_lumo_gap_ha": 0.063,
  "elements": ["F", "C", "C", "C", "F", "C", "C", "C", "C", "C", "C", "F", "C", "C", "F", "C", "C", "H", "H", "H", "H", "H", "H", "H", "C", "C", "C", "C", "C", "C", "C", "C", "C", "C", "C", "C", "C", "C", "N", "C", "C", "C", "C", "C", "C", "C", "C", "N", "C", "C", "C", "C", "C", "C", "C", "C", "C", "C", "C", "C", "C", "C", "C", "C", "H", "H", "H", "H", "H", "H", "H", "H", "H", "H", "H", "H", "H", "H", "H", "H", "H", "H", "H", "H", "H", "H", "H", "H", "H", "H", "H", "H", "H", "H", "H", "H", "H", "H", "H", "H", "H", "H", "H", "H", "H", "H", "H", "H", "H", "H", "H", "H", "H", "H"],
  "xyz": [[-2.468, 1.788, -5.336], [-2.290, 0.490, -5.767], [-3.417, -0.238, -6.147], [-3.218, -1.596, -6.418], [-4.326, -2.372, -6.669], [-1.972, -2.191, -6.402], [-0.816, -1.408, -6.097], [0.450, -2.038, -6.116], [1.707, -1.417, -6.267], [2.881, -2.181, -5.976], [4.125, -1.585, -6.054], [5.244, -2.331, -5.759], [4.306, -0.252, -6.435], [3.158, 0.463, -6.773], [3.303, 1.769, -7.190], [1.883, -0.075, -6.726], [-1.009, -0.039, -5.745], [-4.402, 0.215, -6.175], [-1.839, -3.249, -6.624], [0.453, -3.129, -6.056], [2.762, -3.226, -5.693], [5.291, 0.198, -6.493], [1.025, 0.516, -7.040], [-0.162, 0.577, -5.449], [0.782, -3.306, 2.284], [0.905, -3.571, 0.792], [2.366, -3.320, 0.394], [0.574, -5.056, 0.576], [-0.032, -2.750, -0.158], [0.164, -3.054, -1.508], [-0.689, -2.573, -2.484], [-1.790, -1.814, -2.111], [-2.024, -1.409, -0.791], [-3.426, -0.695, -0.634], [-3.728, 0.166, 0.580], [-4.464, -1.825, -0.623], [-3.674, 0.238, -1.838], [-1.044, -1.818, 0.188], [-0.934, -1.128, 1.442], [0.071, -0.213, 1.742], [1.280, -0.099, 1.087], [2.421, 0.654, 1.573], [2.797, 0.689, 2.942], [3.715, 1.638, 3.398], [4.407, 2.441, 2.476], [4.172, 2.291, 1.102], [3.198, 1.399, 0.652], [-0.457, 0.628, 2.696], [0.032, 1.914, 3.094], [0.100, 3.010, 2.170], [-0.535, 3.166, 0.731], [0.268, 4.196, -0.088], [-1.968, 3.676, 0.925], [-0.581, 1.947, -0.168], [0.651, 4.203, 2.646], [0.966, 4.387, 3.981], [0.690, 3.382, 4.886], [0.324, 2.098, 4.467], [0.309, 1.074, 5.663], [1.626, 1.228, 6.448], [0.195, -0.416, 5.374], [-0.870, 1.479, 6.558], [-1.637, 0.058, 3.166], [-1.900, -1.031, 2.425], [-0.235, -3.474, 2.650], [1.444, -4.012, 2.810], [1.117, -2.297, 2.538], [2.564, -3.611, -0.642], [2.605, -2.257, 0.507], [3.040, -3.894, 1.042], [0.733, -5.361, -0.464], [1.195, -5.694, 1.217], [-0.478, -5.232, 0.833], [0.981, -3.712, -1.809], [-0.532, -2.825, -3.531], [-2.489, -1.555, -2.908], [-2.973, 0.936, 0.752], [-4.676, 0.698, 0.395], [-3.893, -0.421, 1.485], [-4.448, -2.384, -1.565], [-4.235, -2.519, 0.197], [-5.477, -1.436, -0.463], [-3.880, -0.311, -2.764], [-4.555, 0.870, -1.663], [-2.820, 0.910, -1.998], [1.320, -0.549, 0.096], [2.370, -0.054, 3.617], [3.909, 1.757, 4.469], [5.144, 3.163, 2.835], [4.744, 2.877, 0.377], [2.992, 1.269, -0.413], [1.342, 3.980, -0.031], [-0.020, 4.156, -1.145], [0.079, 5.221, 0.246], [-2.548, 2.981, 1.549], [-1.960, 4.657, 1.417], [-2.478, 3.779, -0.043], [-1.191, 1.138, 0.234], [-1.026, 2.233, -1.136], [0.424, 1.570, -0.382], [0.794, 5.059, 1.990], [1.368, 5.343, 4.313], [0.796, 3.599, 5.949], [1.754, 2.233, 6.861], [1.658, 0.524, 7.289], [2.481, 1.010, 5.798], [-0.834, -0.729, 5.186], [0.843, -0.734, 4.554], [0.517, -0.967, 6.270], [-1.803, 1.457, 5.980], [-0.979, 0.791, 7.406], [-0.739, 2.492, 6.953], [-2.171, 0.493, 3.997], [-2.707, -1.742, 2.495]]
}

---

[2]
{
  "formula": "C51H58N2O2P2Re",
  "method": "ωB97M-V/def2-TZVPD",
  "total_charge": 2,
  "total_energy_ha": -2998.74975,
  "largest_force_ha_per_bohr": 0.018,
  "s2": 0.8326,
  "e_above_lowest_kcal_mol": 5.03,
  "multiplicity": 2,
  "homo_lumo_gap_ha": [0.271, 0.266],
  "elements": ["Re", "C", "C", "C", "C", "C", "C", "C", "C", "C", "C", "C", "C", "N", "C", "C", "N", "C", "C", "C", "C", "C", "C", "C", "C", "C", "C", "C", "C", "H", "H", "H", "H", "H", "H", "H", "H", "H", "H", "H", "H", "H", "H", "H", "H", "H", "H", "H", "H", "H", "H", "H", "H", "H", "H", "H", "H", "H", "H", "H", "H", "H", "H", "H", "H", "O", "P", "C", "P", "O", "C", "C", "C", "C", "C", "C", "C", "C", "C", "C", "C", "C", "C", "C", "C", "C", "C", "C", "C", "C", "C", "C", "C", "C", "H", "H", "H", "H", "H", "H", "H", "H", "H", "H", "H", "H", "H", "H", "H", "H", "H", "H", "H", "H", "H", "H"],
  "xyz": [[-0.468, 0.798, 0.152], [4.615, 2.243, 2.907], [3.257, 2.901, 3.199], [2.921, 4.009, 2.199], [2.115, 1.944, 3.617], [2.170, 1.674, 4.986], [1.133, 1.101, 5.691], [-0.050, 0.872, 5.025], [-0.158, 1.062, 3.652], [-1.549, 0.770, 3.113], [-1.731, -0.726, 2.851], [-2.135, 1.727, 2.076], [0.970, 1.471, 2.913], [0.927, 1.387, 1.477], [2.080, 1.506, 0.796], [1.931, 1.849, -0.535], [0.653, 1.963, -0.941], [0.409, 2.762, -2.121], [0.832, 4.102, -2.092], [0.788, 4.827, -3.277], [0.328, 4.264, -4.450], [-0.175, 2.976, -4.433], [-0.179, 2.212, -3.271], [-0.806, 0.831, -3.336], [-2.198, 0.875, -3.970], [0.102, -0.159, -4.060], [1.222, 4.834, -0.818], [0.213, 5.951, -0.525], [2.640, 5.401, -0.888], [5.413, 2.960, 3.099], [4.735, 1.931, 1.867], [4.787, 1.376, 3.545], [3.415, 3.439, 4.134], [3.078, 3.718, 1.163], [3.583, 4.856, 2.386], [1.894, 4.361, 2.314], [3.053, 1.995, 5.526], [1.218, 0.927, 6.755], [-0.924, 0.542, 5.575], [-2.205, 0.985, 3.963], [-1.061, -1.112, 2.083], [-2.756, -0.953, 2.564], [-1.500, -1.273, 3.764], [-1.697, 1.858, 1.042], [-2.078, 2.757, 2.427], [-3.169, 1.471, 1.851], [3.036, 1.408, 1.275], [2.753, 2.070, -1.204], [1.115, 5.859, -3.273], [0.329, 4.835, -5.368], [-0.578, 2.555, -5.344], [-0.964, 0.470, -2.312], [-2.145, 1.135, -5.027], [-2.833, 1.611, -3.476], [-2.674, -0.104, -3.902], [0.340, 0.210, -5.059], [-0.386, -1.129, -4.175], [1.045, -0.289, -3.526], [1.162, 4.136, 0.018], [0.242, 6.728, -1.290], [0.445, 6.422, 0.431], [-0.806, 5.564, -0.480], [2.729, 6.123, -1.701], [3.389, 4.625, -1.057], [2.890, 5.921, 0.038], [0.827, -0.674, -0.475], [0.882, -2.194, -0.334], [-0.566, -2.879, -1.194], [-2.156, -2.115, -0.752], [-1.953, -0.696, -0.213], [-3.048, -3.142, 0.409], [-2.905, -4.528, 0.441], [-3.739, -5.295, 1.241], [-4.727, -4.684, 1.999], [-4.894, -3.306, 1.949], [-4.064, -2.537, 1.152], [-3.171, -2.084, -2.220], [-2.981, -2.990, -3.263], [-3.866, -3.007, -4.330], [-4.943, -2.131, -4.352], [-5.139, -1.234, -3.310], [-4.258, -1.210, -2.242], [0.881, -2.685, 1.377], [1.583, -1.864, 2.262], [1.592, -2.156, 3.615], [0.918, -3.278, 4.084], [0.244, -4.113, 3.203], [0.224, -3.819, 1.848], [2.329, -2.808, -1.157], [2.887, -4.024, -0.763], [3.993, -4.517, -1.436], [4.542, -3.796, -2.487], [3.994, -2.578, -2.871], [2.884, -2.080, -2.210], [-0.591, -3.967, -1.123], [-0.380, -2.631, -2.245], [-2.169, -5.032, -0.171], [-3.624, -6.370, 1.262], [-5.378, -5.284, 2.620], [-5.676, -2.833, 2.526], [-4.206, -1.465, 1.106], [-2.152, -3.686, -3.259], [-3.716, -3.704, -5.143], [-5.632, -2.147, -5.186], [-5.978, -0.551, -3.332], [-4.404, -0.498, -1.439], [2.109, -0.993, 1.895], [2.119, -1.506, 4.301], [0.925, -3.506, 5.141], [-0.269, -4.991, 3.571], [-0.305, -4.477, 1.173], [2.475, -4.574, 0.074], [4.434, -5.457, -1.132], [5.410, -4.181, -3.005], [4.437, -2.016, -3.681], [2.467, -1.121, -2.490]]
}

---

Q: What is the formula in the first record?
A: C51H57F4N2